Formula: C23H24O2
Source: the OMol25 dataset
Level of theory: wB97M-V/def2-TZVPD

XYZ file:
```
49
Properties=species:S:1:pos:R:3:forces:R:3
O 0.3469 0.0188 -1.1427 -0.115 -0.013 -0.094
O 2.7944 3.8463 0.0806 -0.032 -0.083 -0.221
C -5.2865 -1.0962 3.1948 0.355 0.256 -0.045
C -2.8676 -1.2168 3.2169 -0.004 0.493 -0.071
C 1.4446 2.0034 -0.4952 -0.005 0.048 -0.349
C 4.7536 -1.1379 3.1681 -0.358 0.253 -0.001
C -5.2213 0.3061 3.1968 0.026 -0.363 0.025
C -2.7670 0.2059 3.1924 -1.065 -0.693 0.068
C 2.7419 1.9709 -3.0978 -0.180 0.051 0.455
C -0.2595 0.2645 3.0361 -0.598 -0.419 -0.155
C -3.9874 0.9438 3.2037 0.570 -0.148 -0.023
C 1.3517 1.3266 -2.9190 0.103 -0.255 0.035
C 0.9916 0.8820 3.0528 0.041 0.271 -0.014
C -4.1057 -1.8516 3.2052 0.120 0.123 0.036
C 3.4759 0.9138 3.1107 -0.389 0.050 0.025
C 3.8737 1.0351 -2.6259 -0.089 0.066 -0.063
C 2.3395 3.0832 -0.7867 -0.230 -0.424 -0.239
C 2.9806 2.2978 -4.5691 -0.034 0.026 -0.028
C 0.9916 1.0299 -1.4448 0.519 0.653 -0.055
C 2.2497 0.1885 3.1192 0.623 -0.469 -0.012
C 3.5658 -1.8818 3.1932 -0.260 0.135 0.055
C 2.7165 3.2778 -2.2758 0.152 -0.131 0.142
C 2.3346 -1.2328 3.1981 0.055 0.274 -0.114
C 4.7022 0.2639 3.1498 -0.040 -0.251 0.022
C -1.4992 0.8842 3.1538 1.015 0.245 -0.182
H 3.4388 2.0025 3.0678 0.011 -0.228 -0.086
H 3.7672 0.7619 -1.5672 0.012 0.072 -0.260
H 3.9545 2.7831 -4.6983 -0.099 -0.025 -0.021
H 1.4130 -1.8122 3.2630 0.386 0.049 -0.094
H -1.5239 1.9780 3.2126 0.013 -0.295 0.017
H -6.2524 -1.6020 3.1844 0.258 0.168 0.004
H 1.9594 3.9367 -2.7311 0.140 -0.040 0.171
H 2.9740 1.3841 -5.1742 -0.013 0.100 0.037
H 3.6016 -2.9749 3.2158 -0.011 0.440 0.020
H -6.1459 0.8878 3.1906 0.369 -0.151 0.012
H 4.8459 1.5353 -2.7655 -0.248 -0.169 0.079
H 3.8744 0.1137 -3.2303 0.009 0.225 0.204
H -4.1519 -2.9451 3.2037 0.008 0.455 0.026
H 1.0714 1.9194 0.5173 0.002 -0.034 0.151
H 3.6829 3.7937 -2.3490 -0.160 -0.038 0.183
H 5.6315 0.8376 3.1649 -0.379 -0.144 -0.078
H 1.0306 1.9741 3.0453 0.033 -0.202 0.044
H 1.2710 0.4043 -3.5108 -0.033 0.090 0.223
H -0.2623 -0.8149 2.8888 -0.014 0.285 0.156
H 5.7138 -1.6536 3.1719 -0.240 0.165 0.001
H -1.9511 -1.8071 3.2500 -0.389 0.067 -0.053
H 2.2069 2.9719 -4.9512 0.069 -0.060 0.000
H -3.9430 2.0326 3.2114 0.008 -0.219 -0.046
H 0.6062 2.0372 -3.3148 0.083 -0.207 0.113
```
Positions in Å, forces in eV/Å.

Summary:
E in eV: -28332.29662
HOMO-LUMO gap in eV: 3.05
Total charge: 0
F_max in hartree/bohr: 0.025
LUMO energy in eV: -3.1266
Energy relative to the best compared isomer or geometry (same formula, charge and spin) in kJ/mol: 79.8